No. 1
{
  "formula": "C12H15N",
  "method": "wB97M-V/def2-TZVPD",
  "total_charge": 0,
  "smiles": "C=C=C(CN)Cc1ccc(C)cc1",
  "total_energy_ha": -520.9389,
  "de_lowest_kcal_mol": 61.8,
  "elements": ["C", "C", "C", "C", "N", "C", "C", "C", "C", "C", "C", "C", "C", "H", "H", "H", "H", "H", "H", "H", "H", "H", "H", "H", "H", "H", "H", "H"],
  "positions_angstrom": [[-4.18893, -1.74583, 0.10660], [-3.18623, -0.90790, 0.02769], [-2.25413, -0.00129, 0.05263], [-2.02098, 0.90597, -1.07893], [-2.00439, 2.34280, -0.71753], [-1.21701, 0.11508, 1.17878], [0.23194, -0.03861, 0.66572], [0.64904, -1.18073, -0.03834], [2.00839, -1.27016, -0.43180], [2.95948, -0.31383, -0.11051], [4.38921, -0.37120, -0.58951], [2.55762, 0.72344, 0.66966], [1.19703, 0.86297, 1.03477], [-4.36378, -2.60602, -0.51887], [-4.98164, -1.63975, 0.78984], [-1.05244, 0.66735, -1.52879], [-2.76399, 0.77957, -1.82421], [-2.85603, 2.62660, -0.25631], [-1.23633, 2.58036, -0.11862], [-1.44583, -0.58178, 2.00641], [-1.29582, 1.08501, 1.53485], [-0.05061, -2.01125, -0.24371], [2.34039, -2.11851, -1.00757], [5.03205, 0.15327, 0.12049], [4.56909, 0.06365, -1.59537], [4.77583, -1.40800, -0.65629], [3.26999, 1.54231, 0.93977], [0.93809, 1.74646, 1.58914]]
}

No. 2
{
  "formula": "C12H15N2O",
  "method": "wB97M-V/def2-TZVPD",
  "total_charge": 1,
  "smiles": "[O-]C(/[NH+]=C/c1ccccc1)=C1/CCC[NH2+]1",
  "total_energy_ha": -650.6690,
  "de_lowest_kcal_mol": 63.5,
  "elements": ["O", "C", "N", "C", "C", "C", "C", "C", "C", "C", "C", "C", "C", "C", "N", "H", "H", "H", "H", "H", "H", "H", "H", "H", "H", "H", "H", "H", "H", "H"],
  "positions_angstrom": [[1.61862, 2.86800, -0.20842], [1.07035, 1.80982, -0.27339], [-0.35564, 1.66659, -0.15269], [-1.00191, 0.61096, -0.62083], [-2.28801, 0.37139, -0.24234], [-3.08361, -0.44195, -1.13929], [-4.47224, -0.48837, -0.96982], [-5.08680, 0.13245, 0.10487], [-4.30972, 0.93038, 0.97504], [-2.90327, 0.95692, 0.91420], [1.67885, 0.57127, -0.37638], [1.41466, -0.76000, 0.13096], [2.83398, -1.18290, 0.80290], [3.78612, -0.44740, -0.19019], [3.20346, 0.81999, -0.32675], [-0.78917, 2.51653, 0.17393], [-0.53121, -0.13105, -1.32019], [-2.46231, -0.95872, -1.86798], [-4.98407, -1.18876, -1.56476], [-6.17908, 0.18535, 0.12039], [-4.81977, 1.39923, 1.76866], [-2.46794, 1.71769, 1.51501], [1.18026, -1.51887, -0.62909], [0.71752, -0.84368, 0.98083], [2.65094, -0.85818, 1.85401], [2.89304, -2.24229, 0.74390], [4.84675, -0.62577, 0.31176], [3.85411, -0.84390, -1.23736], [3.14210, 1.59123, 0.37577], [3.39113, 1.35190, -1.21854]]
}

No. 3
{
  "formula": "C12H15N5O11PdS",
  "method": "wB97M-V/def2-TZVPD",
  "total_charge": -2,
  "total_energy_ha": -2093.6945,
  "de_lowest_kcal_mol": 5.7,
  "spin_multiplicity": 3,
  "elements": ["Pd", "O", "C", "O", "C", "C", "C", "C", "C", "C", "O", "N", "O", "O", "N", "O", "O", "H", "H", "O", "S", "O", "O", "O", "C", "N", "C", "C", "N", "N", "C", "C", "H", "H", "H", "H", "H", "H", "H", "H", "H", "H", "H", "H", "H"],
  "positions_angstrom": [[0.58658, 2.61368, 0.24802], [3.77009, 1.39681, -2.23480], [2.78770, 1.28919, -1.49948], [1.79455, 2.08979, -1.47356], [2.73265, 0.06357, -0.58078], [3.19627, -1.10453, -1.10806], [3.13224, -2.30943, -0.38229], [2.58206, -2.33867, 0.88159], [2.13277, -1.15712, 1.44840], [2.23482, 0.12825, 0.78271], [1.93896, 1.20959, 1.33888], [1.48887, -1.28996, 2.73483], [1.28961, -2.43112, 3.16998], [1.12212, -0.30004, 3.34070], [3.61420, -3.52788, -0.96188], [4.06097, -3.50172, -2.10299], [3.56216, -4.56366, -0.30086], [3.62806, -1.08409, -2.09792], [2.49215, -3.26292, 1.42598], [-1.48008, 5.85950, 1.22218], [-0.65494, 4.72237, 0.87915], [-0.76027, 3.58992, 1.87017], [0.79774, 5.02008, 0.75445], [-1.04620, 4.08642, -0.43716], [-1.32761, 1.29932, -2.17901], [-1.92780, 0.19821, -1.43076], [-1.92926, -1.05934, -2.15920], [-1.66134, 0.13952, -0.07677], [-0.74787, 0.84795, 0.47020], [-2.44491, -0.78307, 0.62558], [-2.10756, -1.00884, 2.01790], [-3.87814, -0.76001, 0.38773], [-1.80586, 1.32605, -3.16072], [-0.24643, 1.18674, -2.30372], [-1.51647, 2.24141, -1.66624], [-0.91228, -1.34210, -2.46100], [-2.53568, -0.95590, -3.06200], [-2.34107, -1.85711, -1.54592], [-0.78963, 0.84841, 1.48499], [-2.38638, -0.16352, 2.66174], [-1.04154, -1.19007, 2.13213], [-2.64467, -1.89306, 2.36315], [-4.08100, -0.52575, -0.65299], [-4.37653, -0.00739, 1.01343], [-4.30104, -1.73948, 0.62422]]
}

No. 4
{
  "formula": "C12H15N6PdS2",
  "method": "wB97M-V/def2-TZVPD",
  "total_charge": -1,
  "total_energy_ha": -1719.1221,
  "de_lowest_kcal_mol": 0.0,
  "elements": ["Pd", "C", "C", "N", "N", "C", "N", "S", "C", "C", "C", "C", "C", "N", "H", "H", "H", "H", "H", "H", "H", "H", "H", "C", "N", "C", "C", "N", "C", "S", "H", "H", "H", "H", "H", "H"],
  "positions_angstrom": [[-1.69926, -0.95923, 0.44194], [1.50461, 0.59212, -2.43964], [0.31276, 0.39077, -1.54384], [-0.09377, -0.77264, -1.16122], [0.48307, -1.87731, -1.64360], [-0.23629, -2.97192, -1.48695], [0.44815, -4.14225, -1.77014], [-1.85860, -3.13066, -0.95946], [-0.44781, 1.52554, -1.04174], [0.06690, 2.82976, -1.05096], [-0.69458, 3.86919, -0.55973], [-1.96558, 3.59407, -0.06176], [-2.40714, 2.28128, -0.09916], [-1.69433, 1.26987, -0.58388], [1.85097, -0.38310, -2.77180], [2.31302, 1.07939, -1.88606], [1.26456, 1.20597, -3.31080], [1.27016, -4.01816, -2.34170], [-0.14836, -4.91059, -2.02189], [1.07012, 3.00702, -1.41710], [-0.31186, 4.88287, -0.56582], [-2.59614, 4.38068, 0.33130], [-3.38862, 2.02137, 0.28477], [0.49279, -2.60812, 2.31806], [0.57133, -1.17717, 2.14934], [1.71724, -0.42662, 1.94987], [1.36706, 0.86595, 1.83919], [-0.01207, 0.93040, 1.97985], [-0.56815, -0.35163, 2.06306], [-2.09005, -0.69064, 2.81717], [1.48911, -3.03375, 2.20637], [-0.17638, -3.03473, 1.56999], [0.09302, -2.84418, 3.30759], [2.68952, -0.88511, 1.89462], [1.96624, 1.74224, 1.66586], [-0.58166, 1.74932, 1.89823]]
}

No. 5
{
  "formula": "C12H15NO5Sn",
  "method": "wB97M-V/def2-TZVPD",
  "total_charge": 2,
  "total_energy_ha": -1110.7666,
  "elements": ["Sn", "C", "O", "C", "O", "C", "O", "C", "O", "C", "H", "H", "C", "H", "H", "O", "C", "C", "C", "C", "C", "C", "N", "H", "H", "H", "H", "H", "H", "H", "H", "H", "H", "H"],
  "positions_angstrom": [[-1.10951, -0.45822, -0.02552], [1.03184, -0.09828, 0.57725], [2.10999, 0.33392, 0.27885], [1.06994, -1.36939, 1.49961], [1.88838, -1.83096, 2.21061], [0.52789, -1.51064, -1.81775], [1.47438, -1.54583, -2.44254], [-1.20364, 1.11237, 2.09327], [-1.07674, 1.95064, 2.86488], [-3.84474, -2.25243, -0.19711], [-4.47121, -1.40928, 0.11779], [-3.78206, -2.42729, -1.27799], [-3.22237, -3.03864, 0.68291], [-2.61501, -3.89565, 0.36955], [-3.30409, -2.88120, 1.76452], [-1.04214, 1.29862, -1.40755], [-0.93500, 2.55505, -1.63686], [-0.35700, 3.53676, -0.66679], [0.93186, 4.17835, -1.19009], [0.63862, 5.42166, -2.01438], [0.00999, 5.05977, -3.39216], [-1.35511, 4.44868, -3.26328], [-1.37668, 3.02336, -2.79210], [-1.14113, 4.29282, -0.51718], [-0.15697, 3.04620, 0.28515], [1.57310, 4.46685, -0.35322], [1.50622, 3.45817, -1.78919], [-0.07557, 6.08145, -1.49737], [1.54613, 6.02717, -2.13726], [-0.09225, 5.99708, -3.95745], [0.70923, 4.41267, -3.94737], [-1.97072, 5.07755, -2.60259], [-1.78506, 4.44384, -4.26497], [-1.77325, 2.31503, -3.41828]]
}

No. 6
{
  "formula": "C12H16AlClIN2O2P",
  "method": "wB97M-V/def2-TZVPD",
  "total_charge": 2,
  "total_energy_ha": -2067.8517,
  "de_lowest_kcal_mol": 124.3,
  "elements": ["C", "C", "H", "H", "H", "O", "I", "Al", "P", "C", "C", "H", "H", "H", "C", "H", "H", "H", "H", "H", "H", "C", "O", "Cl", "N", "C", "C", "C", "C", "N", "C", "C", "H", "H", "H", "H"],
  "positions_angstrom": [[-1.90519, 1.36877, -3.37133], [-1.72860, 0.05834, -2.66811], [-2.72186, 1.41660, -4.10410], [-1.01633, 1.75379, -3.86635], [-2.09179, 2.14681, -2.62790], [-1.87317, -1.05541, -3.25235], [-2.84632, 3.36354, 1.02061], [-1.45752, 1.63677, -0.05598], [0.87074, -0.73276, -1.28163], [1.01176, -2.50415, -0.90906], [1.29188, -0.72607, -3.11945], [2.53388, 0.98882, -0.69658], [3.31781, -0.48209, -1.36303], [2.69067, -0.44878, 0.32654], [2.52576, -0.10568, -0.70146], [0.99024, 0.25138, -3.53080], [2.38135, -0.87540, -3.17135], [1.60992, -2.96327, -1.70815], [0.00148, -2.93617, -0.86794], [0.77951, -1.55507, -3.62896], [1.46945, -2.57244, 0.09254], [-1.86196, -0.20489, -0.98098], [-2.27871, -1.25951, -0.43864], [0.01583, 2.32774, -1.42411], [1.07572, -0.76825, 6.61157], [0.65181, -0.43051, 5.55897], [0.12712, -0.03611, 4.24926], [0.98254, 0.04565, 3.14059], [0.50872, 0.58050, 1.91854], [-0.80738, 0.96084, 1.82208], [-1.66124, 0.77753, 2.87699], [-1.21106, 0.35970, 4.11742], [2.01328, -0.33163, 3.27053], [1.20192, 0.64919, 1.06567], [-2.72560, 0.93430, 2.71131], [-1.86464, 0.36791, 4.98563]]
}

No. 7
{
  "formula": "C12H16Br2IrNO4Se2",
  "method": "wB97M-V/def2-TZVPD",
  "total_charge": 1,
  "total_energy_ha": -10877.5428,
  "de_lowest_kcal_mol": 32.2,
  "spin_multiplicity": 2,
  "elements": ["Ir", "Br", "C", "Br", "H", "H", "O", "C", "C", "C", "O", "C", "Se", "C", "Se", "H", "H", "H", "H", "H", "H", "H", "H", "H", "H", "O", "C", "O", "C", "C", "C", "C", "C", "N", "H", "H", "H", "H"],
  "positions_angstrom": [[-0.07887, 0.88707, 0.08848], [-1.31775, 3.15916, 0.63084], [-2.02522, 3.37932, -1.15597], [-1.54617, 1.81502, -2.15515], [-1.59723, 4.25175, -1.63260], [-3.10531, 3.42471, -1.09978], [-3.15820, -2.20669, -1.13059], [-1.74978, -2.30633, -1.12395], [-1.29867, -2.69371, 0.29102], [-1.69454, -4.17695, 0.47610], [-1.46646, -4.65828, 1.78481], [0.21033, -2.56715, 0.49538], [1.12591, -1.09827, -0.37789], [-2.05124, -1.90194, 1.35702], [-2.10758, 0.03808, 1.18849], [-3.49682, -2.35583, -2.01767], [-1.30947, -1.34459, -1.40346], [-1.38891, -3.05642, -1.83815], [-1.17697, -4.78580, -0.27457], [-2.76572, -4.25892, 0.29851], [-0.55308, -4.94057, 1.88827], [0.72748, -3.45995, 0.13574], [0.44960, -2.45102, 1.55494], [-1.63838, -2.11745, 2.34036], [-3.09308, -2.21823, 1.35965], [2.35627, 2.11964, 3.06773], [1.80172, 1.90981, 2.02657], [0.69341, 1.19916, 1.88507], [2.37195, 2.44277, 0.74340], [3.61172, 3.05196, 0.69203], [4.07996, 3.47090, -0.54122], [3.28707, 3.28040, -1.66854], [2.05548, 2.67323, -1.52420], [1.61443, 2.25851, -0.32912], [4.16203, 3.17828, 1.61331], [5.05016, 3.94176, -0.62463], [3.61575, 3.60397, -2.64573], [1.40615, 2.51260, -2.37448]]
}